(1)
144
Properties=species:S:1:pos:R:3:forces:R:3:lowdin_charge:R:1 method="wB97M-V/def2-TZVPD" smiles="COP(=O)(OC)OC.COP(=O)(OC)OC.COP(=O)(OC)OC.COP(=O)(OC)OC.COP(=O)(OC)OC.COP(=O)(OC)OC.COP(=O)(OC)OC.COP(=O)(OC)OC.BrCCBr" orbital_gap_ev=10.6 max_force_ha_per_bohr=0.0908 e_above_lowest_kcal_mol=0.0 multiplicity=1 lumo_energy_ev=0.43 total_energy_ev=-308124.7844 total_charge=0
C -11.13838 -28.91937 -6.52114 0.819 -0.400 -0.319 -0.10
O -11.92871 -28.01201 -7.28988 -0.362 0.572 -0.686 -0.25
P -12.43352 -28.36692 -8.78461 -0.228 -2.102 -0.492 0.50
O -13.33850 -29.56525 -8.85238 1.497 1.980 0.227 -0.25
O -13.04200 -27.00879 -9.38020 1.957 -1.227 0.131 -0.21
C -14.11165 -26.35506 -8.75603 -1.071 0.906 0.949 -0.13
O -11.04417 -28.56779 -9.67540 -3.833 2.402 1.149 -0.21
C -10.40814 -29.77268 -9.58828 2.083 -2.000 -0.727 -0.20
H -11.65011 -29.27536 -5.62699 -0.424 -0.183 -0.442 0.10
H -10.20715 -28.48552 -6.15689 -0.170 0.876 -0.157 0.06
H -10.74995 -29.70349 -7.17102 -0.552 -0.449 0.389 0.07
H -14.81277 -27.05380 -8.29962 -0.167 -0.075 -0.307 0.10
H -14.58736 -25.68362 -9.47084 -0.092 -0.489 -0.292 0.09
H -13.80185 -25.67456 -7.96292 0.531 -0.169 0.193 0.06
H -10.87076 -30.67215 -9.18204 -0.805 0.592 0.728 0.09
H -9.47955 -29.54599 -9.06440 0.308 -0.635 -0.086 0.10
H -10.21201 -30.14538 -10.59363 0.453 0.385 -0.249 0.09
C -19.30702 -29.25652 -3.40113 0.099 -0.716 -0.542 -0.10
O -19.66758 -27.93480 -3.89634 1.778 0.024 0.613 -0.21
P -18.44162 -26.95634 -4.34395 -2.084 0.767 -1.346 0.48
O -17.76481 -27.33102 -5.62427 -0.356 0.573 1.874 -0.26
O -19.28440 -25.53785 -4.44151 0.904 -0.399 0.064 -0.23
C -19.46918 -24.76077 -5.67198 1.068 -1.120 -0.117 -0.07
O -17.58296 -26.83197 -3.00088 -1.733 -1.111 -1.226 -0.21
C -16.44005 -26.02610 -3.02254 0.956 0.505 0.847 -0.13
H -19.88530 -29.58318 -2.53684 -0.379 0.679 -0.094 0.08
H -18.26776 -29.41845 -3.11507 0.202 0.763 -0.046 0.08
H -19.46724 -29.98796 -4.19322 -0.252 0.158 -0.140 0.09
H -20.53062 -24.59548 -5.85668 0.150 -0.466 -0.017 0.09
H -18.90757 -25.31453 -6.42434 -0.824 -0.269 -0.545 0.06
H -18.96461 -23.79706 -5.74111 0.032 0.179 1.244 0.07
H -16.10182 -25.79692 -4.03308 -0.052 0.129 0.120 0.07
H -15.67177 -26.57996 -2.48304 0.251 -0.037 -0.193 0.09
H -16.66754 -25.14215 -2.42673 0.170 0.272 -0.516 0.08
C -12.26491 -28.18144 1.27526 0.682 -1.324 -0.486 -0.11
O -11.79907 -26.88053 0.85090 -2.150 1.054 0.510 -0.22
P -12.86145 -25.64664 1.05775 1.432 0.746 -0.038 0.49
O -12.27324 -24.30237 0.70035 -1.101 -2.663 0.919 -0.25
O -14.11690 -26.10525 0.19445 0.905 -0.429 0.181 -0.22
C -15.35854 -25.42769 0.30922 -0.574 0.448 -0.085 -0.08
O -13.37632 -25.86011 2.60695 -0.249 -0.367 -3.282 -0.25
C -12.84912 -25.02447 3.58475 0.617 0.032 1.292 -0.12
H -13.11192 -28.29507 1.95186 0.162 1.027 0.303 0.09
H -11.39391 -28.68407 1.69575 -0.083 0.142 0.226 0.09
H -12.56355 -28.80746 0.43441 0.132 0.404 -0.502 0.08
H -15.49999 -25.14443 1.35221 -0.392 -0.007 -0.112 0.09
H -16.14774 -26.07517 -0.07292 0.130 -0.277 0.440 0.09
H -15.41036 -24.55306 -0.33919 0.413 0.222 0.128 0.08
H -13.66308 -24.40597 3.96295 0.382 0.382 0.002 0.10
H -11.97272 -24.49360 3.21298 -0.296 0.468 0.132 0.08
H -12.50922 -25.69020 4.37807 0.004 0.174 0.264 0.09
C -16.00268 -24.11945 -6.73766 -0.583 -0.222 -0.048 -0.09
O -14.77744 -24.18808 -5.96793 0.048 0.623 0.802 -0.24
P -14.59868 -23.25121 -4.66655 -2.082 1.716 0.482 0.45
O -15.80242 -23.11984 -3.74068 2.723 -0.923 -1.516 -0.25
O -13.17165 -23.64436 -4.07245 -0.103 -0.010 0.140 -0.22
C -12.93165 -24.24776 -2.78114 -1.409 -1.010 0.508 -0.06
O -14.28173 -21.83851 -5.35955 0.525 -0.237 0.238 -0.23
C -14.05647 -20.69274 -4.48830 0.308 -0.654 0.360 -0.08
H -16.56447 -25.03853 -6.57102 0.121 -0.089 0.077 0.07
H -15.81478 -24.02524 -7.80720 0.635 -0.074 0.139 0.07
H -16.66242 -23.28584 -6.49697 0.346 0.158 0.475 0.08
H -12.87699 -23.59589 -1.90926 0.416 0.768 -0.553 0.09
H -12.08236 -24.93090 -2.79248 0.120 0.380 -0.443 0.09
H -13.80816 -24.85021 -2.54266 -0.020 -0.312 -0.034 0.06
H -13.56249 -20.98024 -3.56017 -0.358 -0.478 0.326 0.06
H -15.03287 -20.26040 -4.26956 0.324 0.362 -0.127 0.08
H -13.29559 -20.02467 -4.89185 -0.689 0.107 -0.801 0.08
C -17.88062 -17.67572 1.51043 0.519 -0.073 0.933 -0.08
O -17.07671 -17.68241 0.29534 -0.670 -0.394 0.433 -0.22
P -17.09724 -18.84657 -0.79747 2.049 -0.600 0.164 0.49
O -18.35804 -19.59251 -0.89974 0.760 0.490 -0.339 -0.23
O -16.58187 -18.04508 -2.12688 -0.204 -0.580 0.926 -0.23
C -15.21669 -17.54456 -2.19668 0.411 -0.987 0.865 -0.09
O -15.73754 -19.76518 -0.36190 -3.202 2.949 0.651 -0.24
C -15.32077 -20.81345 -1.14724 1.527 -1.437 -1.489 -0.16
H -18.54730 -16.81871 1.60622 0.118 0.102 -0.831 0.08
H -17.20622 -17.58862 2.36231 0.387 0.089 -0.217 0.08
H -18.46796 -18.55769 1.76587 0.068 -0.309 -0.978 0.09
H -15.15084 -16.45696 -2.16692 -0.405 -0.173 -0.310 0.09
H -14.68226 -18.00351 -3.02846 -0.555 0.396 -0.557 0.06
H -14.64452 -17.94607 -1.36032 -0.139 0.209 0.376 0.08
H -14.27330 -20.63268 -1.38853 0.208 -0.007 0.039 0.06
H -15.80406 -20.95069 -2.11456 -0.567 0.148 0.149 0.07
H -15.32795 -21.77339 -0.63095 -0.388 0.063 0.263 0.09
C -14.53299 -13.99604 -4.63656 0.824 0.764 -0.288 -0.11
O -14.39667 -15.40317 -4.50338 0.262 -1.218 -1.078 -0.23
P -14.69471 -16.31365 -5.81241 -1.993 -2.230 1.642 0.50
O -14.20124 -17.74344 -5.71395 -0.494 3.165 -0.289 -0.26
O -16.34208 -16.24350 -5.93056 1.597 -0.444 0.075 -0.23
C -17.19925 -17.36113 -5.55184 0.328 0.018 0.008 -0.07
O -14.25933 -15.36263 -6.99071 -0.048 0.528 2.872 -0.20
C -14.11620 -15.78857 -8.26460 0.839 -0.355 -3.577 -0.14
H -15.28673 -13.77745 -5.39301 -0.240 0.410 0.552 0.09
H -13.58950 -13.56179 -4.96725 0.137 -0.199 -0.465 0.09
H -14.62976 -13.52264 -3.65951 -0.870 -0.411 0.019 0.09
H -17.50729 -17.88805 -6.45492 -0.146 0.233 -0.006 0.09
H -18.04589 -16.95322 -4.99963 0.049 0.047 -0.247 0.09
H -16.71753 -18.10069 -4.91224 0.327 0.277 0.034 0.06
H -13.11431 -15.57607 -8.63765 0.482 -0.415 0.471 0.09
H -14.66147 -15.15725 -8.96617 -0.853 -0.183 0.277 0.10
H -14.33097 -16.84531 -8.42360 -0.121 0.058 0.066 0.10
C -9.85129 -18.19681 -0.11464 -0.320 0.928 0.390 -0.09
O -9.45456 -19.26657 -1.02126 -0.519 0.308 0.374 -0.20
P -10.57634 -19.93848 -1.96602 0.001 -0.757 -0.326 0.48
O -11.86056 -20.26245 -1.27424 1.592 0.138 -0.923 -0.25
O -10.77376 -18.90814 -3.18515 -0.105 -0.618 0.523 -0.21
C -11.75042 -17.86643 -3.03162 0.604 1.058 -0.629 -0.09
O -9.70019 -21.13521 -2.68899 -0.190 2.109 2.073 -0.22
C -10.22676 -21.87551 -3.76512 -1.460 0.127 -0.472 -0.10
H -9.20299 -17.32117 -0.08261 0.834 -0.386 -1.077 0.08
H -9.85824 -18.40682 0.95491 -0.170 -1.272 -0.208 0.09
H -10.80969 -17.72540 -0.33225 -0.243 -0.626 -0.281 0.07
H -12.44603 -17.86888 -3.87080 -0.505 -0.695 0.406 0.06
H -11.24563 -16.91872 -3.21905 0.411 0.085 0.312 0.09
H -12.15930 -17.81901 -2.02232 -0.429 -0.323 -0.353 0.07
H -9.86599 -22.90400 -3.77748 0.298 0.226 0.238 0.09
H -10.03544 -21.38055 -4.71722 0.304 -0.018 0.017 0.09
H -11.30989 -21.89798 -3.64496 -0.156 -0.334 -0.208 0.06
C -8.13799 -24.82067 -0.26515 -1.815 0.635 1.394 -0.14
O -7.28276 -25.11161 -1.32980 -0.474 -1.957 -2.000 -0.21
P -7.58233 -26.45121 -2.25295 1.741 0.417 -2.245 0.54
O -6.78206 -26.40774 -3.56256 -2.081 -0.117 3.604 -0.28
O -7.26959 -27.70411 -1.26280 -0.479 0.915 -0.943 -0.21
C -5.99748 -27.68571 -0.65776 1.653 0.538 0.996 -0.14
O -9.18155 -26.62567 -2.44185 1.093 0.086 0.326 -0.22
C -9.69751 -26.98676 -3.72558 -0.313 0.132 -1.232 -0.13
H -8.71237 -23.90211 -0.38520 0.755 0.672 -0.470 0.09
H -7.60192 -24.75436 0.68160 0.143 -0.175 -0.145 0.09
H -9.02020 -25.45122 -0.15460 0.439 -1.002 0.001 0.08
H -6.02108 -27.19570 0.31560 -0.460 -0.139 0.223 0.08
H -5.22930 -27.10614 -1.16971 -0.284 0.059 -0.697 0.09
H -5.53766 -28.66325 -0.51252 -0.706 -0.287 -0.246 0.09
H -10.30541 -26.18917 -4.15265 0.179 0.395 0.300 0.04
H -10.37477 -27.84069 -3.74024 0.232 -0.233 0.922 0.08
H -8.91496 -27.20068 -4.45355 0.250 0.095 0.252 0.06
Br -9.78067 -25.33880 -6.96686 -0.079 0.344 -1.217 0.70
C -10.76744 -24.45639 -8.46103 -0.421 0.299 -0.292 -0.63
C -11.55774 -23.38692 -7.78286 -0.570 0.329 0.654 -0.69
Br -12.94023 -22.70583 -9.04970 0.580 -0.199 0.666 0.62
H -11.44970 -25.12537 -8.98555 0.251 -0.578 0.559 0.03
H -10.19672 -23.98736 -9.26252 0.903 -0.398 0.434 0.07
H -10.95925 -22.54812 -7.42742 -0.036 0.083 -0.439 0.06
H -12.01713 -23.79990 -6.88480 -0.652 0.155 -0.306 0.02

=====

(2)
124
Properties=species:S:1:pos:R:3:forces:R:3:lowdin_charge:R:1 method="wB97M-V/def2-TZVPD" smiles=COC[C@H](C)N.COC[C@H](C)N.OCCO.OCCO.OCCO.OCCO.OCCO.OCCO.OCCO.OCCO.OCCO orbital_gap_ev=9.0 max_force_ha_per_bohr=0.0749 e_above_lowest_kcal_mol=126.6 multiplicity=1 lumo_energy_ev=0.27 total_energy_ev=-72114.8432 total_charge=0
C 1.19317 -1.80821 2.04509 1.464 -0.601 -0.544 -0.04
O 1.22455 -2.31661 0.67795 -0.739 1.151 0.747 -0.23
C 0.06662 -2.03611 -0.10133 -0.234 0.902 -0.149 -0.13
C -0.02335 -0.48582 -0.51176 -0.664 -0.810 -1.434 -0.31
C -1.36258 -0.05096 -1.16977 -0.006 -0.681 1.149 -0.04
N 1.00194 -0.08996 -1.53592 0.206 -0.533 1.925 0.06
H 1.09943 -0.73030 2.17705 0.039 0.037 -0.567 0.08
H 2.19563 -2.14168 2.31335 0.067 0.438 0.669 0.08
H 0.49863 -2.24300 2.76389 -0.522 -0.466 -0.687 0.08
H 0.12509 -2.70848 -0.95724 0.129 0.267 -0.334 0.13
H -0.76307 -2.42129 0.49141 -0.567 0.630 -0.056 0.11
H 0.12122 0.08405 0.40609 0.084 0.064 0.006 0.11
H -1.58736 0.98480 -0.91530 0.014 0.046 -0.024 0.06
H -2.18157 -0.66006 -0.78723 -0.098 0.100 -0.029 0.06
H -1.35150 -0.14825 -2.25537 0.097 -0.139 0.071 0.06
H 1.71230 -0.80362 -1.45731 0.528 0.101 -0.575 0.08
H 0.62086 -0.04519 -2.47019 0.090 -0.319 -0.060 0.04
C 0.18070 -1.29822 5.22301 0.132 0.978 1.329 -0.13
O -0.28305 -0.30670 4.36709 -0.285 -1.035 -2.640 -0.24
C -0.00544 1.06312 4.60110 -1.686 -0.945 -0.783 -0.15
C -0.29241 1.93503 3.32822 -0.278 0.507 -0.753 -0.39
C 0.22148 3.30221 3.67811 0.775 0.901 0.502 -0.09
N -1.65483 2.12870 2.75645 -0.341 -0.745 1.656 0.06
H 1.26799 -1.27059 5.29466 0.271 -0.201 0.042 0.08
H -0.15700 -2.31018 4.99948 -0.086 0.251 -0.661 0.09
H -0.23247 -1.07679 6.20707 0.177 -0.167 0.582 0.09
H -0.73770 1.21151 5.39474 0.360 1.475 0.427 0.13
H 1.03686 1.21849 4.87963 0.035 0.083 0.213 0.12
H 0.31879 1.64537 2.47344 0.613 -0.799 0.287 0.11
H -0.23388 3.72730 4.57255 -0.338 -0.027 -0.028 0.08
H 0.13791 4.02786 2.86907 -0.243 -0.110 -0.108 0.08
H 1.28754 3.25681 3.90075 0.148 -0.072 -0.028 0.08
H -2.05516 1.33331 2.27981 0.413 -0.366 0.065 0.03
H -1.72121 2.87283 2.07676 0.512 0.013 0.304 0.03
O 3.78849 5.08448 -1.37401 -0.378 0.958 -0.814 -0.05
C 3.51285 3.89945 -0.69328 2.113 -0.846 0.276 -0.28
C 2.28658 3.14629 -1.07289 -0.954 -1.460 -0.005 -0.23
O 2.07170 2.12363 -0.07510 -0.114 1.686 0.221 -0.10
H 4.15064 4.85266 -2.23232 -0.012 0.136 -0.068 0.09
H 4.32342 3.19990 -0.89744 0.172 -0.220 0.052 0.10
H 3.70351 4.11565 0.35791 -1.065 -0.066 0.253 0.13
H 2.39195 2.59196 -2.00547 0.747 0.077 -0.399 0.11
H 1.42558 3.75660 -1.34548 -0.444 0.525 0.918 0.10
H 1.76449 1.34795 -0.55003 -0.326 -0.615 -0.529 0.00
O 2.02080 -4.57088 5.69395 -0.369 0.010 -1.066 -0.09
C 2.72404 -4.08337 4.50745 0.567 0.287 2.229 -0.19
C 3.99103 -4.95003 4.23980 -1.943 0.518 -1.270 -0.25
O 5.10291 -4.47457 4.93673 0.240 0.346 0.670 -0.05
H 2.58324 -4.53469 6.47108 0.328 0.172 -0.178 0.08
H 1.98341 -3.87468 3.73543 0.094 -1.275 -0.258 0.08
H 2.98372 -3.05049 4.73947 0.812 0.165 0.040 0.10
H 4.17545 -4.91598 3.16605 0.103 -0.125 -0.256 0.10
H 3.72448 -5.96788 4.52446 0.022 -0.139 0.012 0.12
H 5.78870 -5.14286 4.86825 0.126 0.054 0.061 0.09
O 6.05254 0.23518 2.80366 -0.793 -0.879 -0.699 -0.06
C 5.26251 -0.54972 1.87892 -2.008 0.509 -0.985 -0.20
C 4.33019 0.39868 0.99603 2.071 -0.555 0.452 -0.22
O 5.20095 1.15287 0.15460 -0.315 0.307 -0.038 -0.08
H 5.86292 -0.19931 3.63844 0.342 0.336 0.292 0.08
H 5.85099 -1.22173 1.25428 0.421 0.451 -0.146 0.11
H 4.56309 -1.22044 2.37796 0.041 -0.027 0.607 0.09
H 3.72104 1.01343 1.65868 0.091 0.234 0.061 0.10
H 3.64916 -0.07551 0.28932 0.134 -0.609 0.357 0.10
H 5.81852 1.62627 0.71681 0.099 0.071 0.149 0.08
O 2.70448 0.33434 -6.31911 -0.519 -0.477 0.233 -0.07
C 1.40145 -0.23934 -6.50313 -0.218 1.445 0.750 -0.20
C 0.34498 0.72254 -5.78976 -0.081 -1.536 -3.480 -0.27
O 0.49476 0.89442 -4.44121 1.120 -0.323 0.761 -0.06
H 2.64421 0.74251 -5.45230 0.438 0.086 0.287 0.06
H 1.25766 -0.19926 -7.58286 -0.510 0.031 0.026 0.11
H 1.33848 -1.28906 -6.21639 0.127 -0.002 0.460 0.11
H -0.64602 0.36895 -6.07431 -0.386 -0.508 0.307 0.10
H 0.42931 1.58592 -6.44973 0.321 0.932 0.654 0.11
H -0.06315 1.60777 -4.12269 -0.441 0.354 -0.032 0.05
O -0.80794 5.58742 -3.50298 1.633 0.112 0.637 -0.06
C -1.51341 4.70266 -4.33648 -0.527 2.621 -0.340 -0.26
C -2.28323 3.77592 -3.51987 -1.039 -2.306 -0.470 -0.19
O -1.52549 2.55754 -3.31415 -0.157 0.601 0.448 -0.09
H -0.35290 6.13051 -4.15074 0.460 0.510 0.537 0.09
H -2.15320 5.44973 -4.80622 -0.889 -0.805 -0.911 0.13
H -0.86319 4.25829 -5.09004 -0.146 -0.537 0.099 0.13
H -3.18100 3.49922 -4.07263 0.012 -0.296 -0.161 0.12
H -2.69220 4.10326 -2.56400 0.478 0.571 -0.069 0.11
H -1.02842 2.76795 -2.52026 0.344 -0.459 0.293 0.08
O -2.69023 -0.92343 1.98912 -0.071 -0.526 -1.410 -0.09
C -3.52923 -2.05868 1.64327 0.618 0.078 1.943 -0.23
C -4.97927 -1.70352 1.60085 0.241 -0.708 -0.762 -0.27
O -5.30122 -1.00670 0.43244 -0.566 0.442 -0.385 -0.05
H -2.97696 -0.54371 2.82290 -0.123 -0.217 0.246 0.08
H -3.19667 -2.59241 0.75296 0.205 0.751 -0.328 0.12
H -3.39905 -2.79768 2.43386 -0.008 -0.217 0.260 0.12
H -5.27612 -1.19295 2.51699 -0.105 0.202 0.120 0.12
H -5.51420 -2.65007 1.52351 -0.284 -0.022 0.258 0.12
H -4.60313 -0.38696 0.20837 0.127 0.169 0.005 0.06
O -4.75720 2.40267 -0.97142 -0.928 -0.848 -0.983 -0.05
C -4.67255 3.00699 0.27951 -0.593 0.973 -0.966 -0.24
C -3.51459 3.96524 0.19016 -2.797 0.517 1.912 -0.29
O -2.40403 3.20383 0.28524 2.870 -0.522 -0.600 -0.07
H -4.09995 1.71200 -1.08368 0.092 -0.197 0.117 0.05
H -5.58115 3.58238 0.45691 -0.233 0.064 -0.357 0.12
H -4.67815 2.29385 1.10382 0.779 -0.034 0.180 0.13
H -3.66890 4.58137 1.07597 0.519 0.770 0.174 0.12
H -3.47688 4.57481 -0.71268 -0.721 0.038 -0.023 0.12
H -1.72354 3.82728 0.02096 0.945 -0.473 0.105 0.11
O -3.95902 -1.02971 -5.46578 1.853 -2.692 -2.036 -0.05
C -4.69500 -0.13016 -4.77309 -0.096 0.844 -0.339 -0.27
C -3.87358 0.44984 -3.63839 -1.324 1.343 -0.302 -0.24
O -4.18150 -0.17057 -2.41456 0.136 0.016 0.150 -0.06
H -3.52092 -0.63157 -6.22154 0.042 -0.030 0.145 0.09
H -4.99888 0.63394 -5.48857 -0.383 0.506 0.342 0.12
H -5.58056 -0.70687 -4.50607 -0.291 0.557 0.839 0.13
H -4.19949 1.48972 -3.66114 -0.039 0.312 1.017 0.10
H -2.80020 0.51863 -3.81513 0.025 -0.578 -0.356 0.10
H -4.43552 -1.05903 -2.67479 -0.058 -0.289 0.550 0.10
O 2.78659 -4.41484 0.36166 0.552 -0.442 -1.535 -0.10
C 2.07762 -5.56114 0.82787 -0.373 1.799 -0.879 -0.21
C 1.10909 -6.37186 -0.11110 1.835 -0.443 0.174 -0.24
O -0.19726 -5.88299 -0.28862 -0.182 0.634 0.799 -0.06
H 2.14420 -3.70208 0.39153 0.018 0.713 -0.215 0.01
H 2.92757 -6.15037 1.17209 -0.788 -0.751 0.423 0.11
H 1.50792 -4.99261 1.56293 -0.710 -1.672 1.098 0.11
H 1.19535 -7.34152 0.37922 -0.852 -0.388 0.208 0.10
H 1.50365 -6.57345 -1.10698 0.699 0.393 -0.069 0.11
H -0.74928 -6.58119 -0.64835 0.077 -0.042 0.000 0.08